No. 1
Computed, not measured: a single C10H24N2O3 molecule, with ωB97M-V with the def2-TZVPD basis set.

Each line ends with the Mulliken charge.
Element x y z (Å)
C (2.34860, -3.18564, 3.53906)  -0.98
C (2.11451, -1.67520, 3.59571)  -0.42
N (2.69512, -0.90438, 2.51105)  -0.28
C (1.94905, -0.77843, 1.28265)  -0.92
C (1.86779, -2.01915, 0.35665)  0.38
O (0.88320, -2.93782, 0.76528)  -0.61
C (1.58616, -1.58553, -1.08819)  -1.00
O (0.33970, -0.92235, -1.09258)  -0.10
C (-0.04536, -0.47724, -2.37000)  -0.89
C (-1.37871, 0.26055, -2.25328)  0.26
O (-1.82623, 0.57010, -3.54924)  -0.61
C (-1.24362, 1.53726, -1.41890)  -0.84
N (-2.51228, 2.24281, -1.45162)  -0.18
C (-2.47185, 3.55426, -0.82787)  -0.36
C (-3.84753, 4.20318, -0.87643)  -1.25
H (1.87748, -3.61413, 2.65962)  0.22
H (1.92866, -3.65795, 4.42386)  0.37
H (3.41602, -3.39990, 3.50967)  0.27
H (2.54995, -1.28312, 4.52294)  0.34
H (1.04236, -1.46752, 3.61549)  0.26
H (3.63824, -1.22792, 2.32279)  0.27
H (0.93100, -0.46992, 1.53361)  0.19
H (2.41464, 0.03240, 0.71383)  0.35
H (2.81881, -2.56350, 0.38665)  0.49
H (0.02800, -2.53386, 0.57163)  0.41
H (2.38029, -0.92063, -1.45698)  0.40
H (1.54393, -2.47147, -1.73988)  0.33
H (-0.16579, -1.32461, -3.05990)  0.31
H (0.71320, 0.19932, -2.78950)  0.36
H (-2.10116, -0.41255, -1.75937)  0.19
H (-2.41480, 1.33389, -3.45450)  0.40
H (-0.49172, 2.18480, -1.88073)  0.40
H (-0.90256, 1.27960, -0.40450)  0.36
H (-3.22515, 1.67775, -0.99541)  0.20
H (-1.75634, 4.16119, -1.39152)  0.34
H (-2.11935, 3.50572, 0.21718)  0.28
H (-3.80099, 5.21116, -0.47348)  0.39
H (-4.20078, 4.24994, -1.90307)  0.31
H (-4.56248, 3.62889, -0.29074)  0.33

Calculated values
Gap between HOMO and LUMO (eV): 9.2
HOMO (eV): -8.38
Energy relative to the best compared isomer or geometry (same formula, charge and spin) (kcal per mole): 2.8
Molecular weight (g mol⁻¹): 220.31
SMILES: CCNC[C@@H](O)COC[C@H](O)CNCC
LUMO energy (Eh): 0.03090

No. 2
Computed, not measured: a molecular structure, C20H19Cl5NO7PdS, with ωB97M-V with the def2-TZVPD basis set.

Each line ends with the Mulliken charge.
Element x y z (Å)
Pd (-0.26608, 0.05328, 0.77418)  0.03
Cl (0.72181, 2.70645, 1.45660)  -0.19
C (-0.62980, 2.94609, 0.41637)  1.66
C (-1.07193, 1.79784, -0.23045)  -2.06
C (-2.15815, 1.93971, -1.07816)  1.80
Cl (-2.70917, 0.54260, -1.91734)  -0.15
C (-2.78092, 3.16613, -1.28732)  -0.53
Cl (-4.08334, 3.32497, -2.39931)  -0.13
C (-2.32233, 4.28593, -0.60219)  0.74
Cl (-3.10230, 5.79744, -0.82613)  -0.18
C (-1.23297, 4.18517, 0.26185)  -0.56
Cl (-0.65011, 5.57520, 1.08166)  -0.21
C (2.57813, -1.13666, 1.50591)  -1.16
C (1.88058, -2.15189, 0.59910)  1.39
C (2.58148, -3.50790, 0.60975)  -1.87
O (0.51619, -2.31014, 0.97742)  -0.43
C (1.83930, -1.51108, -0.86163)  0.25
O (2.57317, -1.97180, -1.71634)  -0.73
O (1.04593, -0.54191, -0.95855)  -0.50
H (2.53896, -1.45678, 2.54946)  0.39
H (2.07305, -0.15313, 1.42219)  0.05
H (3.61642, -1.02054, 1.20199)  0.50
H (2.80916, -3.80699, 1.63233)  0.42
H (3.49750, -3.46064, 0.02752)  0.38
H (1.92865, -4.25297, 0.15956)  0.36
H (0.44298, -2.23971, 1.94878)  0.32
C (-6.38638, 4.29490, 0.38129)  -1.35
C (-6.04870, 2.83717, 0.41306)  0.85
C (-6.49150, 1.97477, -0.58408)  -0.57
C (-6.24568, 0.61552, -0.49758)  -0.51
C (-5.56424, 0.12159, 0.59709)  0.09
C (-5.07645, 0.96565, 1.57773)  -0.08
C (-5.30558, 2.32448, 1.47212)  -0.84
S (-5.51641, -1.65698, 0.83369)  1.29
O (-5.73536, -1.91715, 2.22874)  -0.68
O (-6.42589, -2.26323, -0.10260)  -0.77
N (-4.00537, -2.23828, 0.41970)  -0.32
C (-2.85303, -1.44873, 0.81089)  -0.03
C (-2.53880, -1.51314, 2.30723)  -0.56
C (-1.53385, -0.36585, 2.54847)  0.32
O (-1.93877, 0.80115, 2.37073)  -0.39
O (-0.36075, -0.66341, 2.91296)  -0.80
H (-7.08101, 4.51262, -0.42552)  0.35
H (-5.48575, 4.88897, 0.23875)  0.16
H (-6.83512, 4.60197, 1.32568)  0.39
H (-7.05351, 2.37111, -1.41721)  0.37
H (-6.60436, -0.07944, -1.24074)  0.48
H (-4.53827, 0.56341, 2.41927)  0.27
H (-4.93387, 2.98958, 2.23786)  0.42
H (-4.00584, -2.45741, -0.56359)  0.38
H (-3.02918, -0.38678, 0.55861)  -0.31
H (-1.98222, -1.83478, 0.25004)  0.53
H (-2.11513, -2.47863, 2.59072)  0.29
H (-3.44277, -1.33688, 2.88706)  0.42

Calculated values
Gap between HOMO and LUMO (alpha / beta) (eV): 7.4 / 7.4
HOMO (alpha / beta) (eV): -6.15 / -6.15
Energy relative to the best compared isomer or geometry (same formula, charge and spin) (kcal per mole): 43.7
Molecular weight (g mol⁻¹): 701.12
Charge: -1
LUMO energy (alpha / beta) (Eh): 0.04442 / 0.04436

No. 3
Computed, not measured: a molecular structure, C25H21Cl6N5O8STi, with ωB97M-V with the def2-TZVPD basis set.

Each line ends with the Mulliken charge.
Element x y z (Å)
Ti (-0.60470, 0.06729, 0.66822)  0.08
Cl (-4.18085, 2.69690, -4.98892)  -0.18
C (-3.09854, 2.01848, -3.84726)  0.41
C (-3.48093, 1.90744, -2.51022)  0.08
Cl (-5.01988, 2.43747, -1.98612)  -0.19
C (-2.59810, 1.35369, -1.59691)  0.86
Cl (-3.00680, 1.13847, 0.06711)  -0.20
C (-1.32959, 0.91074, -1.97772)  -1.07
O (-0.49658, 0.40270, -1.07309)  0.00
C (-0.96752, 1.01518, -3.32043)  0.24
Cl (0.58572, 0.43203, -3.77029)  -0.19
C (-1.84251, 1.56170, -4.25229)  0.18
Cl (-1.37629, 1.67067, -5.89601)  -0.18
O (-2.66093, 5.51812, 2.05327)  -0.63
C (-1.54707, 5.84358, 2.54261)  -0.34
O (-1.08987, 6.82220, 3.09203)  -0.69
C (-0.82774, 4.52714, 2.21323)  0.62
C (-0.29240, 4.31576, 0.92344)  -0.77
C (-0.09162, 3.04811, 0.46267)  -0.90
N (-0.34395, 1.95608, 1.21614)  1.25
C (-0.78937, 2.15350, 2.49382)  0.66
C (-1.02356, 3.38267, 3.02180)  -1.01
C (-1.05987, 0.84599, 3.18896)  0.16
O (-0.98419, 0.65009, 4.36864)  -0.68
O (-1.39883, -0.07917, 2.28880)  -0.36
H (-0.07608, 5.16366, 0.28830)  0.56
H (0.30080, 2.86349, -0.53118)  0.62
H (-1.39353, 3.47328, 4.03414)  1.07
C (3.35095, 4.10331, 1.20312)  -1.66
C (2.76118, 3.32019, 2.34278)  1.40
C (2.06893, 3.94997, 3.36873)  -0.57
C (1.52875, 3.21327, 4.41194)  0.31
Cl (0.66686, 4.02976, 5.67025)  -0.20
C (1.66506, 1.83733, 4.45159)  -0.84
C (2.36085, 1.19932, 3.43624)  -0.36
C (2.91014, 1.93440, 2.39644)  -0.02
O (3.69116, 1.33438, 1.42569)  -0.57
C (3.00006, 0.53594, 0.50286)  -0.24
C (2.28851, -0.64388, 1.16277)  0.26
O (2.84918, -1.55382, 1.70736)  -0.59
O (0.95315, -0.55370, 1.14248)  0.41
H (3.15668, 5.16620, 1.33125)  0.42
H (2.92048, 3.78345, 0.25189)  0.25
H (4.42687, 3.93882, 1.14109)  0.40
H (1.93873, 5.02433, 3.34940)  0.35
H (1.23164, 1.26984, 5.26288)  0.39
H (2.50124, 0.12707, 3.47769)  0.69
H (3.74116, 0.13845, -0.18474)  0.53
H (2.25770, 1.12315, -0.04986)  -0.11
S (-1.88568, -2.07988, 0.02194)  -0.49
C (-1.27265, -2.83340, 1.43464)  0.35
N (-0.07602, -3.38276, 1.54023)  0.02
C (0.23349, -3.74611, 2.92192)  -0.46
C (-1.08257, -3.41588, 3.66140)  -0.43
N (-1.96014, -3.00147, 2.56430)  -0.14
H (0.61458, -3.21728, 0.80655)  0.28
H (1.07633, -3.15776, 3.28137)  0.21
H (0.49036, -4.80266, 2.99018)  0.40
H (-0.96215, -2.60051, 4.37621)  0.24
H (-1.49687, -4.27874, 4.18006)  0.33
H (-2.81677, -2.49966, 2.72212)  0.29
N (2.55543, -2.25154, -1.35190)  -0.48
N (1.15846, -2.46527, -1.12986)  -0.33
H (2.80994, -2.36761, -2.32706)  0.24
H (3.07673, -2.91892, -0.79915)  0.20
H (0.78923, -3.24204, -1.67204)  0.28
H (0.67190, -1.62565, -1.42912)  -0.17

Calculated values
Gap between HOMO and LUMO (eV): 6.8
HOMO (eV): -8.14
Energy relative to the best compared isomer or geometry (same formula, charge and spin) (kcal per mole): 44.8
Molecular weight (g mol⁻¹): 812.12
LUMO energy (Eh): -0.04885